No. 1
Molecular formula: C31H37BBr2N13O11P2SSn
Method: DFT, ωB97M-V/def2-TZVPD

```
99
Properties=species:S:1:pos:R:3:forces:R:3
Sn 0.762907 -1.438520 -0.008965 -0.2 -0.2 0.0
C 4.854275 -2.487336 1.891037 0.1 0.1 0.0
C 3.555227 -2.828261 1.524719 0.1 0.0 0.0
N 2.835010 -1.731477 1.340462 -0.7 -0.5 -0.4
N 3.626949 -0.680957 1.574990 0.3 0.0 0.3
C 4.855691 -1.108899 1.903961 0.2 -0.2 0.1
B 3.186390 0.772940 1.351792 0.1 0.1 0.0
N 1.813584 1.043789 1.960429 0.1 0.2 0.3
C 1.310733 2.247791 2.265463 -0.3 0.2 0.1
C 0.013166 2.074288 2.697956 0.0 0.1 -0.1
C -0.199516 0.699896 2.606179 0.1 0.0 0.0
N 0.893418 0.098788 2.158991 -0.4 -0.8 0.2
N 3.079147 1.047792 -0.149734 0.4 0.2 -0.2
C 4.036194 1.349846 -1.034232 0.2 0.0 -0.5
C 3.446536 1.473256 -2.276785 0.2 0.0 0.0
C 2.100645 1.214008 -2.042505 0.0 0.1 0.2
N 1.889547 0.955426 -0.760234 -0.7 0.0 0.0
N 4.196690 1.677978 2.048820 -0.1 0.1 0.6
C 4.254288 1.880721 3.385499 0.1 0.1 0.3
C 5.349795 2.667680 3.649037 -0.1 -0.1 0.1
C 5.918873 2.900115 2.389465 -0.3 -0.2 0.2
N 5.215865 2.294944 1.454002 0.6 0.2 -1.2
H 5.675016 -3.141924 2.103648 0.1 -0.1 0.1
H 3.120859 -3.800472 1.373564 -0.1 0.0 -0.1
H 5.658149 -0.432011 2.117721 0.1 0.3 0.1
H 1.893567 3.140713 2.157341 0.2 0.2 0.0
H -0.669374 2.828605 3.031722 -0.1 0.2 0.1
H -1.062389 0.112239 2.856878 -0.2 -0.1 0.0
H 5.053406 1.480804 -0.729833 0.1 0.0 0.1
H 3.919285 1.712847 -3.207895 0.1 0.1 -0.1
H 1.281167 1.205231 -2.734351 -0.2 0.0 -0.2
H 3.519590 1.463033 4.047083 -0.1 -0.1 0.1
H 5.696792 3.025676 4.597371 0.0 0.0 0.2
H 6.788803 3.474642 2.141006 0.2 0.1 -0.1
N -1.826496 -5.581333 2.211274 -0.7 -0.1 0.2
C -0.525373 -4.899581 1.989318 0.5 0.9 -0.9
C 0.588799 -5.579401 2.731266 0.2 -0.1 0.1
P -0.896666 -3.174580 2.605161 -0.3 -0.4 0.5
O 0.425035 -2.680998 3.331775 -0.1 -0.2 0.1
O -2.017956 -3.447099 3.557114 0.0 0.0 0.3
O -1.195612 -2.276872 1.435179 0.2 0.4 -0.2
P -0.274877 -4.848305 0.145331 0.2 -0.5 0.2
O -1.718436 -4.238141 -0.253563 -0.1 -0.4 -0.4
O -0.168393 -6.228200 -0.348411 -0.1 -0.3 -0.1
O 0.792816 -3.825789 -0.139480 0.5 0.5 0.1
H -2.273454 -4.891999 2.926604 -0.1 -0.5 -0.1
H -1.744716 -6.538264 2.557111 0.1 0.2 -0.1
H -2.344098 -5.563840 1.320330 -0.1 -0.1 0.4
H 0.384236 -5.607832 3.802562 0.1 0.0 0.1
H 1.509994 -5.022184 2.578702 0.0 0.0 0.1
H 0.734960 -6.590330 2.349862 0.0 -0.1 0.0
H 0.870194 -1.999715 2.805879 0.3 0.4 0.1
H -1.714992 -3.351963 0.144880 -0.2 0.4 0.2
Br 5.283445 -1.877796 -2.838745 0.0 0.0 -0.3
C 3.630226 -1.888981 -3.713806 0.9 -0.1 0.0
C 3.539706 -2.018272 -5.084640 0.1 0.0 0.0
C 2.295319 -2.042954 -5.683107 0.3 -0.1 -0.5
Br 2.212910 -2.214621 -7.564057 0.1 0.0 0.3
C 1.099479 -1.943552 -4.924899 -0.5 0.1 0.5
C -0.190366 -1.990213 -5.484410 -0.1 0.0 0.2
C -1.284015 -1.877936 -4.660079 0.2 0.0 0.0
C -1.078429 -1.693397 -3.287792 -0.1 -0.1 -0.1
N 0.117328 -1.642048 -2.745202 0.2 -0.1 0.1
C 1.193406 -1.784492 -3.517369 -0.5 -0.1 -0.7
C 2.494394 -1.776507 -2.852414 0.1 0.0 0.5
O 2.641929 -1.682675 -1.628720 -0.2 -0.3 -0.4
H 4.438388 -2.103092 -5.677854 0.0 0.0 0.0
H -0.309151 -2.116635 -6.550364 0.0 0.0 0.0
H -2.286387 -1.918431 -5.055582 -0.1 0.0 0.0
H -1.911967 -1.590316 -2.605066 -0.1 0.0 0.0
C -5.770703 7.479417 0.459344 0.0 0.0 -0.2
C -5.519901 6.075465 0.966753 0.3 -0.5 -0.6
S -4.749253 5.135934 -0.392556 0.0 -0.5 0.7
O -3.389289 5.572589 -0.569173 0.3 0.2 0.3
O -5.602736 5.177898 -1.546237 -0.5 0.0 -0.1
C -4.638796 3.393256 0.159959 -0.2 0.9 -0.2
C -4.166458 2.642768 -1.078582 -0.3 0.5 -0.3
N -3.422408 1.453103 -0.755404 -0.2 -0.3 0.2
C -2.076879 1.317896 -0.717024 -0.2 -0.1 -0.1
N -1.726320 0.067432 -0.461501 0.3 0.2 0.0
C -2.859751 -0.633490 -0.307971 -1.0 0.2 0.0
C -3.943844 0.204526 -0.476986 1.4 -0.4 -0.1
N -5.303472 -0.108468 -0.347092 -0.3 -0.3 0.1
O -5.587881 -1.287063 -0.274578 -0.1 -0.1 0.0
O -6.111778 0.805775 -0.299744 -0.3 0.2 0.0
C -1.132082 2.429008 -0.943133 0.0 0.1 -0.1
H -6.244517 8.090494 1.224002 0.0 0.0 0.1
H -6.418959 7.434593 -0.412421 -0.1 0.1 0.0
H -4.829826 7.939489 0.164927 0.0 0.1 0.0
H -6.439799 5.553286 1.216330 -0.1 -0.1 0.1
H -4.819524 6.051684 1.796549 0.0 -0.1 0.1
H -5.607036 3.039419 0.498826 -0.1 0.0 0.1
H -3.902243 3.355560 0.957967 0.1 0.0 0.1
H -3.528710 3.305233 -1.670372 0.0 -0.3 0.0
H -5.037772 2.372498 -1.679176 0.3 0.1 0.0
H -2.870385 -1.670775 -0.046601 -0.1 -0.1 0.1
H -1.077175 2.671550 -2.004181 0.0 0.1 -0.1
H -0.144140 2.119349 -0.612072 0.0 0.0 0.1
H -1.439828 3.326726 -0.411246 0.0 0.1 0.0
```
Positions in Å, forces in eV/Å.

Properties
2S+1: 2

Atomic partial charges in e from the Mulliken method, atoms 1 to 5:
1 Sn 2.403
2 C -1.642
3 C -0.409
4 N 0.162
5 N 0.350

No. 2
Molecular formula: C45H93ClF2N5O9
Method: DFT, ωB97M-V/def2-TZVPD

```
155
Properties=species:S:1:pos:R:3:forces:R:3
C 5.472776 0.819117 -2.971047 -0.7 -0.7 0.1
C 5.023124 1.761090 -2.353840 -0.9 0.2 0.4
C 4.338301 2.872929 -1.523663 1.7 -0.4 -0.6
C 2.786805 3.057398 -1.705421 1.4 2.1 -0.6
C 2.446463 3.144338 -3.260476 -1.0 0.9 -0.8
C 2.867636 4.594219 -3.788153 0.9 0.3 -0.2
C 4.183725 4.610482 -4.674124 -0.4 1.1 -0.8
C 4.205698 3.565322 -5.856035 1.5 -0.3 0.5
F 2.948984 3.369977 -6.482687 1.2 0.3 1.0
O 1.009907 3.031106 -3.555062 0.3 -0.9 1.5
C 0.230580 3.465043 -2.439874 1.1 1.6 0.0
C 0.462017 2.679586 -1.074278 -3.7 1.1 1.2
C 0.119028 3.798666 0.049441 0.5 -0.1 0.3
C -1.217040 4.601512 -0.240673 -0.7 -0.6 -0.3
C -2.069003 4.944448 1.071402 0.5 -1.0 0.0
C -3.628973 4.784169 0.867331 -0.5 0.8 -0.1
C -4.194072 5.356240 -0.507661 -1.2 -0.2 0.0
C -5.091803 4.281547 -1.308481 0.1 1.2 -0.5
C -6.648865 4.429775 -1.030784 -0.5 -0.7 0.0
C -7.287302 3.189330 -0.249902 -0.4 -0.1 -0.4
C -7.114841 1.811215 -1.022844 -0.3 -0.3 -0.1
C -7.874233 1.782443 -2.432453 0.9 -0.3 0.6
O -6.870350 1.497511 -3.431102 -1.1 0.0 -0.5
C -7.460523 0.885239 -4.593262 0.1 0.2 -0.3
C -0.644416 1.536972 -0.784908 -0.4 -0.1 -0.5
C -1.348696 0.966012 -2.097164 0.1 -1.7 0.6
C -2.434629 -0.081031 -1.557115 -1.0 0.8 0.0
N -2.123691 -1.446072 -1.213883 0.0 1.9 0.9
O -3.571411 0.351796 -1.403001 1.4 -0.7 -0.3
N 1.888042 2.141079 -0.925853 -0.2 0.1 -1.4
Cl 1.958229 0.601562 -1.796440 0.0 -0.2 0.2
C 2.279160 1.875780 0.493959 0.9 -1.2 3.5
F 2.816840 3.022634 1.162571 -0.9 -0.9 -1.9
C 3.292024 0.695906 0.756028 0.7 -0.5 1.2
C 2.569669 -0.674194 1.216287 0.2 0.6 -0.8
H 5.644072 -0.177233 -3.454156 0.1 1.8 0.6
H 4.810942 3.853960 -1.860278 -0.8 -1.1 0.4
H 4.692235 2.742325 -0.457240 -0.8 0.2 -1.1
H 2.583407 4.099591 -1.291131 0.1 -1.5 -0.2
H 2.902612 2.307383 -3.873565 -0.3 1.1 1.0
H 2.046983 5.062178 -4.419173 0.8 -1.1 0.8
H 3.039781 5.338852 -2.942150 -0.2 -1.0 -0.8
H 4.225593 5.642336 -5.157436 -0.1 -1.2 0.7
H 5.137067 4.547612 -4.056181 -1.1 -0.3 -0.8
H 4.625616 2.594557 -5.429799 -1.0 0.8 -0.7
H 4.958547 3.879626 -6.645496 -1.1 -0.2 0.9
H 0.572872 4.540624 -2.241602 -0.5 -1.2 0.0
H -0.863620 3.576665 -2.709999 1.5 -0.7 0.3
H 0.969698 4.537352 0.102273 -0.8 -0.8 0.2
H -0.016551 3.277495 1.051712 0.4 0.7 -1.2
H -1.911705 3.958891 -0.877972 0.9 0.8 0.7
H -0.967054 5.511067 -0.854729 -0.4 -0.8 0.7
H -1.786654 5.959753 1.464819 -0.4 -1.0 -0.4
H -1.765941 4.166144 1.848736 -0.3 1.1 -0.7
H -4.149760 5.359544 1.699396 0.7 -0.8 -0.9
H -3.998400 3.715942 0.957811 0.8 1.1 0.0
H -4.900987 6.216681 -0.268578 1.0 -0.9 -0.3
H -3.418400 5.780813 -1.204739 -0.5 -0.5 0.9
H -4.752689 3.225259 -1.113810 -0.2 1.1 -0.2
H -4.937659 4.523422 -2.410611 -0.1 -0.6 1.3
H -7.205273 4.493290 -2.022060 0.8 0.0 1.2
H -6.893924 5.392490 -0.484140 0.4 -1.1 -0.5
H -8.410321 3.358649 -0.167816 1.3 0.0 0.0
H -6.903820 3.106907 0.810889 -0.2 0.1 -1.2
H -7.549380 0.946296 -0.427073 0.5 1.2 -0.4
H -6.025088 1.532863 -1.189180 -1.4 0.5 0.0
H -8.382785 2.773099 -2.634505 0.4 -1.1 0.1
H -8.622505 0.931515 -2.466726 0.6 1.1 0.2
H -8.250750 1.542899 -5.081000 0.8 -0.7 0.7
H -7.916057 -0.100952 -4.276246 0.4 0.9 -0.6
H -6.640752 0.753285 -5.360517 -0.9 -0.1 1.0
H -0.229121 0.708420 -0.120388 -0.3 0.9 -1.1
H -1.508061 1.952486 -0.168923 1.3 -0.1 -0.7
H -1.943520 1.726812 -2.667669 0.6 -0.7 0.8
H -0.626363 0.465583 -2.805570 -0.7 0.6 0.8
H -1.304373 -1.444071 -0.592815 0.0 -0.3 -0.6
H -2.904370 -1.741998 -0.602297 0.4 0.0 -0.7
H 1.353828 1.613500 1.098332 0.9 0.5 -1.2
H 4.077360 0.532611 -0.033976 -1.1 0.2 0.6
H 3.885533 0.998137 1.681214 -0.8 0.1 -1.3
H 1.454592 -0.490453 1.159152 1.2 -0.7 0.1
H 2.899313 -1.527966 0.544620 -0.7 1.0 0.8
H 2.841647 -0.931595 2.275472 -0.3 0.3 -1.1
C -1.587940 -6.532064 4.883435 0.2 0.1 0.2
O -0.216090 -6.226605 4.682825 -0.3 -0.1 -0.2
C 0.391422 -7.025511 3.667227 0.5 0.1 0.0
C 0.764177 -6.163006 2.466872 -0.4 -0.1 0.2
N -0.429623 -5.710848 1.751859 0.3 0.1 -0.1
C -0.154958 -4.692799 0.740569 -0.3 0.0 0.2
C 0.353833 -3.332586 1.235596 -0.2 0.0 -0.4
O -0.601442 -2.601097 1.995332 0.4 0.0 -0.1
C -0.614301 -2.903658 3.384828 -0.3 0.2 0.0
H -1.934711 -5.966854 5.750029 0.1 0.0 0.0
H -2.186289 -6.238242 4.017035 -0.1 -0.2 0.0
H -1.724610 -7.597794 5.088017 -0.1 0.0 -0.1
H -0.239555 -7.870448 3.373363 -0.1 0.2 0.0
H 1.310384 -7.435195 4.098355 0.0 0.0 -0.1
H 1.393081 -6.744680 1.786233 0.0 0.0 0.0
H 1.348786 -5.312017 2.837084 0.2 -0.1 0.1
H -1.088219 -5.327233 2.419878 0.0 -0.1 0.0
H -1.094848 -4.522889 0.205128 0.1 0.1 0.0
H 0.553193 -5.097193 0.009179 0.0 0.0 0.1
H 0.554393 -2.720713 0.348250 0.0 0.0 0.0
H 1.306824 -3.407505 1.770299 -0.1 -0.1 0.2
H 0.371065 -3.192099 3.758695 0.0 -0.1 -0.1
H -1.344580 -3.686850 3.595467 0.2 -0.1 0.2
H -0.937104 -2.008111 3.920116 0.0 0.0 -0.1
C -1.247859 -11.202321 -2.478557 -0.3 0.1 0.0
O -2.384815 -11.683079 -1.780384 0.4 -0.1 -0.1
C -2.205984 -12.999344 -1.256826 -0.5 0.0 0.3
C -2.177721 -12.965933 0.267059 0.3 0.3 -0.3
N -0.954653 -12.332004 0.757752 -0.2 -0.1 0.1
C -0.973765 -12.055603 2.194210 0.1 0.2 -0.2
C -1.991641 -11.024221 2.697363 0.3 -0.1 0.4
O -1.739028 -9.698724 2.245637 -0.3 -0.2 0.0
C -2.307589 -9.385431 0.982968 0.2 0.4 0.1
H -1.515710 -10.251684 -2.942467 -0.1 -0.1 0.1
H -0.411791 -11.030229 -1.795728 0.2 -0.1 -0.1
H -0.949843 -11.900192 -3.266933 0.1 0.0 0.0
H -1.314288 -13.487232 -1.663204 0.1 0.2 0.1
H -3.075160 -13.583800 -1.574333 0.0 0.0 0.0
H -2.231976 -13.989083 0.650716 0.0 0.0 0.0
H -3.067511 -12.421815 0.604644 -0.2 -0.2 -0.1
H -0.817670 -11.456269 0.266597 0.0 -0.1 0.0
H 0.025414 -11.692804 2.455401 -0.1 0.0 0.1
H -1.116962 -12.996131 2.736762 -0.1 0.0 -0.1
H -1.899869 -10.986816 3.787698 0.0 0.0 0.0
H -3.026658 -11.317671 2.493294 0.0 0.1 -0.2
H -3.238139 -9.927415 0.797146 0.1 -0.1 0.0
H -1.588130 -9.579367 0.184194 -0.2 -0.1 -0.2
H -2.523507 -8.314735 0.969394 0.0 0.0 0.1
C 5.871012 7.821930 -0.661959 -0.2 0.2 0.0
O 4.751895 7.324889 0.058078 0.3 -0.2 -0.2
C 4.960445 6.017245 0.585587 -0.5 0.1 0.3
C 5.011972 6.058459 2.108701 0.3 0.3 -0.2
N 6.231306 6.712654 2.575393 -0.2 -0.2 0.0
C 6.231726 6.996260 4.012061 0.1 0.2 -0.1
C 5.206865 8.014686 4.527378 0.3 0.0 0.3
O 5.431491 9.339593 4.066027 -0.3 -0.3 -0.1
C 4.838593 9.641229 2.813618 0.3 0.3 0.1
H 5.579613 8.764724 -1.126561 -0.1 -0.1 0.1
H 6.713853 8.012135 0.006029 0.2 -0.1 -0.1
H 6.168749 7.124301 -1.451491 0.1 0.0 0.0
H 5.854103 5.540481 0.167489 0.1 0.2 0.1
H 4.093272 5.416336 0.284141 0.0 -0.1 0.0
H 4.979670 5.035810 2.498275 0.0 0.0 0.0
H 4.119178 6.590561 2.458017 -0.2 -0.2 -0.1
H 6.346866 7.588026 2.078006 0.0 -0.1 0.0
H 7.228919 7.375170 4.254474 -0.1 0.0 0.1
H 6.112019 6.056161 4.561329 -0.1 0.0 -0.1
H 5.316327 8.058728 5.615309 0.0 0.0 -0.1
H 4.172572 7.704305 4.341921 0.0 0.0 -0.2
H 3.912092 9.085848 2.644799 0.1 -0.1 0.0
H 5.547327 9.454355 2.002960 -0.2 -0.1 -0.2
H 4.607079 10.708185 2.800632 0.0 -0.1 0.1
```
Positions in Å, forces in eV/Å.

Properties
Total charge: +1

Atomic partial charges in e from the Mulliken method, atoms 1 to 5:
1 C -0.016
2 C -1.216
3 C -0.127
4 C -0.716
5 C 0.466

Quick rundown of energy, same order as above: -250653.1229, -91990.6248 eV
Quick rundown of max |F|, same order as above: 1.5, 4.0 eV/A